No. 1
# C16H18N6O2S2

An isolated molecule of C16H18N6O2S2 (wB97M-V/def2-TZVPD, the Open Molecules 2025 dataset).

Each line ends with the natural charge from an NBO analysis.
CARTESIAN COORDINATES (ANGSTROEM)
C: 4.54 4.29 -1.39  -0.594
C: 4.14 3.35 -2.52  -0.451
C: 3.84 1.99 -2.00  0.073
N: 4.51 0.93 -2.28  -0.252
N: 4.08 -0.17 -1.70  -0.276
C: 3.06 0.00 -0.94  0.240
N: 2.41 -0.93 -0.20  -0.671
C: 2.62 -2.28 -0.26  0.665
O: 3.42 -2.84 -0.95  -0.536
C: 1.69 -3.04 0.69  -0.607
S: 0.01 -3.23 0.01  0.290
C: -0.69 -1.70 0.45  0.199
N: -0.05 -0.69 0.97  -0.365
N: -0.94 0.29 1.17  -0.327
C: -2.12 -0.12 0.77  0.339
C: -3.30 0.73 0.90  -0.152
C: -4.45 0.54 0.14  -0.180
C: -5.57 1.33 0.31  -0.257
C: -5.56 2.33 1.27  -0.169
C: -4.42 2.56 2.02  -0.267
C: -3.27 1.79 1.83  0.358
O: -2.20 2.10 2.56  -0.672
N: -2.02 -1.40 0.29  -0.361
C: -3.01 -2.36 -0.13  -0.208
C: -3.97 -2.70 1.00  -0.620
S: 2.51 1.69 -0.89  0.269
H: 5.43 3.92 -0.88  0.214
H: 4.77 5.28 -1.79  0.213
H: 3.74 4.39 -0.67  0.205
H: 4.95 3.25 -3.25  0.238
H: 3.26 3.74 -3.03  0.216
H: 1.61 -0.60 0.38  0.448
H: 2.05 -4.06 0.81  0.263
H: 1.59 -2.54 1.66  0.252
H: -4.47 -0.22 -0.63  0.202
H: -6.44 1.16 -0.29  0.217
H: -6.43 2.94 1.43  0.218
H: -4.38 3.35 2.75  0.229
H: -1.43 1.56 2.27  0.513
H: -3.55 -1.96 -1.00  0.210
H: -2.47 -3.25 -0.45  0.225
H: -4.52 -1.82 1.33  0.226
H: -4.69 -3.44 0.65  0.224
H: -3.43 -3.12 1.84  0.219

calculated total energy = -51590.3603 eV
max |F| = 1.8 eV/A
SMILES = CCc1nnc(NC(=O)CSc2nnc(-c3ccccc3O)n2CC)s1
relative energy (zero: lowest compared OMol25 entry of this formula, charge and spin) = 6.7 kcal/mol
E_LUMO = 0.01174 Eh
HOMO energy = -8.6 eV
charge = 0

---

No. 2
# C16H18N6O4

An isolated molecule of C16H18N6O4 (wB97M-V/def2-TZVPD, the Open Molecules 2025 dataset).

Each line ends with the natural charge from an NBO analysis.
CARTESIAN COORDINATES (ANGSTROEM)
C: -2.62 -3.68 -3.78  -0.675
C: -1.38 -3.85 -2.99  0.546
N: -1.03 -3.25 -1.90  -0.511
C: 0.20 -3.82 -1.64  0.297
C: 1.02 -3.44 -0.45  -0.274
N: 0.28 -3.60 0.79  -0.410
C: 0.06 -4.98 1.20  -0.414
C: -0.60 -2.68 1.28  0.659
O: -1.46 -2.98 2.09  -0.616
C: -0.52 -1.25 0.86  -0.043
C: -1.50 -0.37 1.12  0.134
O: -1.12 0.84 0.65  -0.400
C: 0.11 0.63 0.12  0.502
C: 0.82 1.81 -0.47  -0.119
C: 2.12 1.39 -1.15  -0.603
N: 1.05 2.81 0.56  -0.600
C: 0.47 4.04 0.52  0.682
O: -0.29 4.39 -0.36  -0.622
C: 0.77 4.90 1.71  -0.307
C: -0.37 5.15 2.66  -0.361
C: 0.12 6.25 1.76  -0.336
C: 0.87 7.34 2.34  0.285
N: 1.47 8.20 2.81  -0.318
N: 0.52 -0.58 0.22  -0.477
N: 0.58 -4.70 -2.50  -0.147
O: -0.48 -4.73 -3.42  -0.292
H: -3.25 -2.94 -3.30  0.248
H: -2.38 -3.36 -4.79  0.243
H: -3.16 -4.63 -3.85  0.244
H: 1.90 -4.07 -0.42  0.224
H: 1.34 -2.40 -0.55  0.271
H: -0.23 -5.00 2.25  0.238
H: -0.74 -5.46 0.62  0.196
H: 0.98 -5.54 1.06  0.200
H: -2.46 -0.45 1.59  0.230
H: 0.15 2.29 -1.19  0.261
H: 1.92 0.66 -1.93  0.228
H: 2.59 2.27 -1.60  0.222
H: 2.80 0.94 -0.44  0.215
H: 1.66 2.58 1.33  0.400
H: 1.76 4.81 2.15  0.239
H: -1.33 4.72 2.40  0.238
H: -0.15 5.23 3.71  0.235
H: -0.48 6.50 0.90  0.286

calculated total energy = -34013.7201 eV
max |F| = 0.2 eV/A
SMILES = Cc1nc(CN(C)C(=O)c2coc([C@H](C)NC(=O)[C@@H]3C[C@H]3C#N)n2)no1
relative energy (zero: lowest compared OMol25 entry of this formula, charge and spin) = 1.4 kcal/mol
E_LUMO = 0.01724 Eh
HOMO energy = -9.6 eV
charge = 0

---

No. 3
# C16H19Cl2F3STa

A structure of composition C16H19Cl2F3STa (wB97M-V/def2-TZVPD, the Open Molecules 2025 dataset).

Each line ends with the natural charge from an NBO analysis.
CARTESIAN COORDINATES (ANGSTROEM)
F: 5.93 0.64 0.55  -0.391
C: 5.26 -0.68 0.52  0.540
F: 4.34 -0.75 1.71  -0.406
F: 6.21 -1.82 0.68  -0.388
Ta: 3.94 -1.01 -1.40  1.917
S: 6.08 -1.20 -2.86  -0.600
C: 3.78 1.26 -1.81  -1.054
C: 2.26 1.83 -2.02  -0.397
C: 1.26 1.60 -0.73  -0.464
C: 0.17 0.37 -0.95  0.035
C: -0.23 -0.47 0.43  -0.289
C: -1.28 -1.74 0.32  -0.205
C: -1.88 -2.15 -1.16  -0.269
C: -1.53 -1.32 -2.54  -0.231
C: -0.49 -0.06 -2.39  -0.252
H: 4.07 -2.88 -1.18  -0.422
H: 2.85 -1.32 -2.90  -0.421
H: 2.47 -1.05 -0.28  -0.354
H: 6.40 -2.56 -2.95  0.169
H: 4.38 1.46 -2.82  0.240
H: 4.31 1.93 -0.99  0.238
H: 2.37 3.02 -2.14  0.183
H: 1.75 1.49 -3.04  0.209
H: 1.87 1.49 0.27  0.242
H: 0.61 2.59 -0.64  0.215
H: 0.24 -0.13 1.45  0.255
H: -1.51 -2.33 1.31  0.236
H: -2.60 -3.09 -1.22  0.219
H: -2.00 -1.69 -3.57  0.233
H: -0.22 0.52 -3.39  0.231
Cl: -2.88 -0.81 4.56  0.020
C: -4.02 0.03 3.56  -0.075
C: -3.69 0.50 2.29  -0.072
Cl: -2.13 0.28 1.59  0.087
C: -4.66 1.17 1.53  -0.222
C: -5.94 1.38 2.05  -0.197
C: -6.26 0.90 3.32  -0.225
C: -5.30 0.23 4.08  -0.217
H: -4.42 1.55 0.54  0.233
H: -6.69 1.90 1.46  0.213
H: -7.26 1.05 3.72  0.213
H: -5.56 -0.14 5.07  0.224

calculated total energy = -62471.0180 eV
max |F| = 5.4 eV/A
relative energy (zero: lowest compared OMol25 entry of this formula, charge and spin) = 245.8 kcal/mol
E_LUMO = 0.08309 Eh
HOMO energy = -5.3 eV
charge = -1

---

No. 4
# C16H19ClFe

A structure of composition C16H19ClFe (wB97M-V/def2-TZVPD, the Open Molecules 2025 dataset).

Each line ends with the Mulliken spin population.
CARTESIAN COORDINATES (ANGSTROEM)
C: 1.82 0.19 1.60  0.050
C: 1.23 1.47 1.58  0.007
C: 1.35 1.96 0.20  0.112
H: 0.85 2.06 2.39  -0.010
C: 1.92 0.90 -0.61  0.000
C: 2.21 -0.18 0.27  0.107
H: 2.87 -1.00 -0.03  -0.008
H: 2.04 -0.35 2.51  0.005
H: 1.03 2.94 -0.11  0.010
H: 2.08 0.98 -1.68  -0.004
Fe: -0.17 0.62 0.09  3.847
Cl: -1.69 -0.71 -1.13  0.091
C: -2.64 2.66 -0.72  0.034
C: -1.69 3.17 -1.66  -0.010
C: -0.79 4.03 -0.95  0.014
H: -1.72 3.06 -2.75  0.002
C: -1.17 4.03 0.43  0.004
C: -2.32 3.19 0.58  0.015
H: -2.92 3.10 1.48  0.001
H: -3.53 2.08 -0.97  -0.002
H: -0.02 4.67 -1.40  0.001
H: -0.73 4.68 1.21  0.000
C: -0.61 -5.46 0.63  0.046
C: 0.28 -4.37 0.01  -0.023
C: 1.53 -4.21 0.87  0.015
C: 0.64 -4.83 -1.42  0.042
C: -0.36 -3.03 -0.08  0.612
C: -0.70 -1.85 -0.29  0.068
H: -0.08 -6.43 0.59  0.003
H: -1.55 -5.55 0.10  -0.012
H: -0.88 -5.25 1.65  -0.003
H: 2.06 -5.16 0.98  0.005
H: 2.26 -3.52 0.43  -0.009
H: 1.26 -3.86 1.87  -0.007
H: -0.27 -4.87 -2.03  -0.011
H: 1.37 -4.17 -1.89  0.000
H: 1.08 -5.84 -1.41  0.004

calculated total energy = -63804.3669 eV
max |F| = 4.6 eV/A
relative energy (zero: lowest compared OMol25 entry of this formula, charge and spin) = 0.0 kcal/mol
E_LUMO (alpha / beta) = 0.10704 / 0.10345 Eh
HOMO energy (alpha / beta) = -1.7 / -3.5 eV
charge = -1
multiplicity = 6
<S²> = 8.7749

---

No. 5
# C16H19ClN6O4ReS2

A structure of composition C16H19ClN6O4ReS2 (wB97M-V/def2-TZVPD, the Open Molecules 2025 dataset).

Each line ends with the Mulliken spin population.
CARTESIAN COORDINATES (ANGSTROEM)
Re: -0.20 -0.45 0.50  1.147
C: -2.61 -1.36 4.40  -0.001
C: -2.18 -1.07 2.98  0.005
S: -0.51 -0.74 2.72  -0.065
C: -3.04 -1.02 1.93  -0.007
C: -4.52 -1.23 2.03  -0.001
S: -2.42 -0.65 0.36  -0.068
H: -1.74 -1.40 5.05  0.000
H: -3.13 -2.31 4.47  0.001
H: -3.28 -0.58 4.77  0.001
H: -4.81 -1.55 3.04  0.000
H: -4.86 -2.00 1.33  0.000
H: -5.06 -0.32 1.80  0.000
O: 0.11 -4.20 -1.17  0.001
C: 0.14 -3.01 -0.95  -0.015
O: 0.41 -2.44 0.19  0.000
C: -0.08 -2.02 -2.08  0.013
C: -0.35 -2.49 -3.37  0.003
C: -0.43 -1.58 -4.38  -0.003
C: -0.12 -0.23 -4.13  0.004
C: -0.04 0.73 -5.16  -0.001
C: 0.37 2.01 -4.89  0.001
C: 0.72 2.37 -3.58  -0.001
C: 0.63 1.47 -2.55  -0.001
C: 0.18 0.16 -2.80  -0.004
N: 0.11 -0.75 -1.77  -0.004
H: -0.51 -3.55 -3.50  0.000
H: -0.67 -1.89 -5.39  0.000
H: -0.29 0.43 -6.17  0.000
H: 0.43 2.74 -5.69  0.000
H: 1.07 3.37 -3.37  0.000
H: 0.90 1.75 -1.55  0.001
N: 2.18 -0.56 0.49  0.005
N: 3.25 0.25 0.94  -0.002
C: 3.12 1.16 1.95  0.000
N: 4.27 1.65 2.41  0.000
N: 1.89 1.48 2.27  0.001
N: 1.67 2.45 3.23  0.003
O: 2.58 2.86 3.97  0.000
O: 0.52 2.79 3.35  0.001
H: 2.22 -1.48 0.93  -0.001
H: 2.33 -0.69 -0.51  0.000
H: 4.16 -0.18 0.84  0.000
H: 5.15 1.34 2.05  0.000
H: 4.21 2.31 3.18  0.000
Cl: -1.47 2.50 -0.61  0.018
C: -0.30 1.70 0.53  -0.042
H: -0.63 2.01 1.52  0.007
H: 0.65 2.21 0.37  0.005

calculated total energy = -70351.7591 eV
max |F| = 0.7 eV/A
relative energy (zero: lowest compared OMol25 entry of this formula, charge and spin) = 11.4 kcal/mol
E_LUMO (alpha / beta) = -0.03033 / -0.02495 Eh
HOMO energy (alpha / beta) = -7.6 / -7.6 eV
charge = 0
multiplicity = 2
<S²> = 0.8196

---

No. 6
# C16H19F3N3O5S

The ion C16H19F3N3O5S with charge -1 (wB97M-V/def2-TZVPD, the Open Molecules 2025 dataset).

Each line ends with the natural charge from an NBO analysis.
CARTESIAN COORDINATES (ANGSTROEM)
C: 5.50 -1.25 0.70  -0.264
O: 4.25 -0.54 0.77  -0.516
C: 3.23 -1.40 0.95  0.842
O: 3.35 -2.61 1.01  -0.692
N: 2.03 -0.59 0.88  -0.550
N: 1.05 -1.18 1.49  -0.193
C: -0.12 -0.53 1.45  0.033
C: -1.17 -1.23 2.24  -0.665
C: -0.43 0.63 0.56  -0.357
C: -1.41 1.65 1.20  0.711
O: -2.45 1.26 1.73  -0.654
N: -1.13 2.99 1.12  -0.446
C: -2.23 3.93 1.32  -0.409
C: 0.14 3.58 0.67  -0.419
C: -1.20 -0.15 -0.60  -0.492
C: -0.53 -1.41 -1.16  -0.023
C: -0.80 -2.73 -0.66  -0.182
C: 0.11 -3.77 -0.97  -0.210
C: 1.25 -3.50 -1.77  -0.201
C: 1.40 -2.25 -2.35  -0.199
C: 0.48 -1.21 -2.11  -0.187
S: -1.63 0.93 -1.96  2.064
O: -1.75 0.26 -3.25  -0.915
O: -1.03 2.25 -1.84  -0.908
C: -3.52 1.18 -1.76  0.740
F: -3.83 2.35 -2.36  -0.326
F: -3.81 1.31 -0.44  -0.325
F: -4.33 0.24 -2.26  -0.311
H: 6.29 -0.49 0.69  0.171
H: 5.62 -1.94 1.55  0.191
H: 5.52 -1.85 -0.23  0.178
H: -2.06 -0.61 2.40  0.238
H: -1.45 -2.20 1.78  0.183
H: -0.76 -1.47 3.24  0.217
H: 0.50 1.06 0.18  0.274
H: -3.00 3.46 1.92  0.239
H: -1.86 4.83 1.81  0.184
H: -2.64 4.22 0.34  0.189
H: 0.99 3.18 1.24  0.217
H: 0.27 3.40 -0.42  0.226
H: 0.08 4.67 0.85  0.195
H: -2.08 -0.31 0.00  0.296
H: -1.71 -2.94 -0.05  0.218
H: -0.02 -4.76 -0.51  0.211
H: 2.04 -4.24 -1.85  0.213
H: 2.27 -1.99 -2.95  0.208
H: 0.57 -0.23 -2.59  0.211

calculated total energy = -50594.4875 eV
max |F| = 4.0 eV/A
SMILES = CO/C([O-])=N/N=C(/C)[C@H](C(=O)N(C)C)[C@H](c1ccccc1)S(=O)(=O)C(F)(F)F
E_LUMO = 0.10767 Eh
HOMO energy = -3.1 eV
charge = -1